1.
Density functional theory data (ωB97M-V/def2-TZVPD) for one molecule with the formula C7H9NO2S at a distorted geometry.

Positions of all 20 atoms, in Å:
C 1.58 -1.84 0.43
C 0.48 -2.29 1.01
C -1.73 2.05 1.45
C -1.47 1.51 0.28
C 1.62 -0.57 -0.39
C 0.29 0.01 -0.69
C -0.08 1.40 -0.29
N -0.37 -0.54 -1.83
O 0.11 -1.54 -2.33
O -1.37 0.03 -2.25
S -1.05 -1.50 0.87
H 2.52 -2.36 0.54
H 0.46 -3.18 1.61
H -2.73 2.11 1.84
H -0.95 2.46 2.07
H -2.26 1.11 -0.35
H 2.25 0.16 0.13
H 2.11 -0.83 -1.34
H -0.05 2.02 -1.20
H 0.64 1.79 0.43

Values from the calculation:
E_LUMO (hartree): -0.071
Gap between HOMO and LUMO (eV): 6.44
Total charge: 0
Strongest force on any atom (eV/Å): 3.44
ΔE to the lowest compared entry with this formula, charge and spin (kJ/mol): 513.7
DFT total energy (eV): -23819.64044

---

2.
Density functional theory data (ωB97M-V/def2-TZVPD) for C37H43ClN5O2STi as an isolated structure at a distorted geometry.

Positions of all 90 atoms, in Å:
Ti 0.02 0.16 -0.05
C 1.52 -1.17 3.84
C 1.16 0.29 3.99
C 1.77 1.02 5.01
C 1.44 2.35 5.24
C 0.48 2.95 4.45
C -0.14 2.26 3.41
C -1.22 2.94 2.61
C 0.21 0.93 3.16
N -0.39 0.20 2.09
C -1.02 -0.93 2.44
C -1.56 -1.16 3.83
C -1.21 -1.95 1.48
C -1.74 -3.28 1.93
N -0.74 -1.76 0.23
C -1.16 -2.69 -0.79
C -0.20 -3.43 -1.50
C 1.26 -3.35 -1.14
C -0.62 -4.27 -2.52
C -1.96 -4.41 -2.83
C -2.90 -3.69 -2.11
C -2.52 -2.83 -1.09
C -3.58 -2.01 -0.40
H 2.58 -1.32 4.06
H 1.32 -1.53 2.84
H 0.95 -1.78 4.55
H 2.50 0.52 5.64
H 1.92 2.90 6.04
H 0.19 3.98 4.64
H -1.75 3.68 3.23
H -1.94 2.23 2.21
H -0.78 3.48 1.77
H -1.37 -0.30 4.47
H -1.12 -2.05 4.31
H -2.64 -1.33 3.79
H -1.06 -3.71 2.67
H -1.82 -3.98 1.10
H -2.72 -3.20 2.41
H 1.45 -3.85 -0.18
H 1.58 -2.32 -1.01
H 1.87 -3.82 -1.91
H 0.13 -4.82 -3.08
H -2.27 -5.07 -3.64
H -3.96 -3.78 -2.36
H -4.42 -1.83 -1.08
H -3.20 -1.04 -0.07
H -3.98 -2.52 0.48
N -1.35 -0.41 -7.07
C -0.17 0.06 -6.48
S 1.11 0.50 -7.50
C -0.16 0.10 -5.06
C 0.93 0.62 -4.30
C 0.90 0.60 -2.94
N -0.14 0.09 -2.19
C -1.21 -0.33 -2.91
C -1.26 -0.36 -4.27
H -1.37 -0.22 -8.05
H -2.21 -0.19 -6.59
H 1.78 1.04 -4.82
H 1.72 1.01 -2.37
H -2.07 -0.66 -2.34
H -2.16 -0.75 -4.73
Cl -4.55 7.15 -1.18
C -3.65 5.67 -1.01
C -2.27 5.69 -1.16
C -1.56 4.52 -0.99
C -2.21 3.34 -0.68
C -3.59 3.33 -0.55
C -4.32 4.50 -0.71
C -1.43 2.09 -0.40
O -2.02 1.00 -0.25
O -0.15 2.16 -0.35
H -1.78 6.62 -1.41
H -0.48 4.50 -1.10
H -4.08 2.39 -0.31
H -5.40 4.50 -0.60
C 3.84 -0.11 1.33
C 3.13 0.31 0.04
C 3.84 -0.40 -1.12
C 3.30 1.83 -0.11
N 1.71 -0.02 0.06
H 4.93 0.03 1.23
H 3.65 -1.17 1.53
H 3.48 0.49 2.17
H 4.84 0.03 -1.27
H 3.27 -0.30 -2.05
H 3.95 -1.47 -0.91
H 4.34 2.12 0.05
H 2.67 2.33 0.63
H 2.99 2.16 -1.10

Values from the calculation:
E_LUMO (alpha / beta) (hartree): 0.084 / 0.079
Gap between HOMO and LUMO (alpha / beta) (eV): 4.95 / 6.90
Total charge: -1
Strongest force on any atom (eV/Å): 2.27
Multiplicity: 3
ΔE to the lowest compared entry with this formula, charge and spin (kJ/mol): 61.6
DFT total energy (eV): -97091.83324